The following is a DFT calculation (wB97M-V/def2-TZVPD) of the molecule C8H10N2O2S.

Its LUMO energy is 0.49 eV. The max |F| comes out at 5.436 eV Å⁻¹. Its energy relative to the best compared isomer or geometry (same formula, charge and spin) is 544.1 kJ/mol. For the total energy, the calculation gives -26363.628 eV. The SMILES is Cc1ccsc1/C=N\NC(=O)CO.

Each line ends with the natural charge from an NBO analysis.
Cartesian coordinates (Å):
H1 5.380 0.366 0.593  0.4940
H2 3.689 -1.954 -0.465  0.2206
H3 -2.706 -3.141 -0.394  0.2619
H4 -2.527 2.727 0.628  0.2308
H5 -4.094 1.869 1.099  0.2488
H6 -0.893 2.104 -0.377  0.2027
C1 -3.207 1.796 0.249  -0.6705
H7 -4.248 -1.084 0.850  0.2338
H8 -3.496 2.033 -0.862  0.2442
C2 -2.483 0.391 0.184  -0.0286
C3 3.719 -0.997 0.275  -0.1915
H9 1.180 -1.004 -0.260  0.3869
H10 3.221 -1.345 1.253  0.2026
C4 -0.288 1.229 -0.425  0.0578
C5 -2.465 -2.037 -0.195  -0.4652
O1 5.145 -0.779 0.595  -0.7328
C6 -3.200 -0.983 0.333  -0.2305
C7 -1.263 0.071 -0.271  -0.3539
N1 1.624 -0.130 -0.528  -0.5341
C8 3.107 0.167 -0.343  0.6771
S1 -0.957 -1.488 -0.707  0.4858
N2 0.964 1.125 -0.455  -0.2143
O2 3.798 1.065 -0.779  -0.5256